[1]
This record from the OMol25 dataset describes a molecular structure, C4H11O3 in a non-equilibrium geometry. The level of theory is ωB97M-V/def2-TZVPD.

energy above the lowest of the compared OMol25 structures with the same formula, charge and spin	6.918	eV
2S+1	2

Positions of all 18 atoms, in Å:
1 C -3.2635 -0.0130 -1.3957
2 O -2.6896 0.4584 -2.5554
3 C -2.1818 0.1573 -0.2743
4 C -0.7655 0.1445 -0.7510
5 C 0.4506 0.4861 0.2596
6 O 3.9887 -1.0397 0.2633
7 H -4.2669 0.5263 -1.1840
8 H -3.5071 -1.0960 -1.5329
9 H -2.4844 0.2520 0.7361
10 H -1.4788 1.1319 -0.7298
11 H -0.7477 -0.1920 -1.8238
12 H 0.6103 -0.2790 0.9809
13 H 1.5181 0.8137 -0.0064
14 H -0.0581 1.4400 0.8139
15 H 4.8142 -1.5367 0.2273
16 H 3.2176 -0.7099 3.1283
17 H 3.6588 -0.5240 1.3690
18 O 3.1849 -0.0199 2.4750

Atoms 1-3, force components in eV/Å:
0.41 0.67 0.20
-1.20 -0.35 -0.03
2.57 -1.04 -2.81

Löwdin atomic charge list, values in e, 4 entries: number 1, C, carries -0.233; number 2, O, carries 0.032; number 3, C, carries 0.041; number 4, C, carries -0.009

***

[2]
This record from the OMol25 dataset describes a molecular structure, C12H11Cl3N2OS2SiZr. The level of theory is ωB97M-V/def2-TZVPD.

energy above the lowest of the compared OMol25 structures with the same formula, charge and spin	0.066	eV
2S+1	1

Positions of all 33 atoms, in Å:
1 Zr 2.1588 0.4349 0.6022
2 S 1.6145 2.6435 -0.4045
3 C 0.4295 1.7864 -1.4184
4 C -0.7795 2.4403 -1.6771
5 C -1.7490 1.8663 -2.4764
6 C -2.9758 2.5727 -2.7207
7 N -3.9507 3.1470 -2.9172
8 C -1.5266 0.5950 -3.0329
9 C -0.3429 -0.0657 -2.7698
10 C 0.6481 0.5080 -1.9664
11 S 2.1196 -0.4282 -1.6760
12 C -2.5214 -0.0352 -3.8556
13 N -3.3141 -0.5561 -4.5031
14 H -0.9575 3.4145 -1.2437
15 H -0.1790 -1.0497 -3.1873
16 Cl 4.3148 -0.4968 1.0902
17 Si 4.0007 3.4197 2.0601
18 Cl 2.7686 1.9376 3.0485
19 Cl 5.6162 3.3758 3.3257
20 C -1.1613 -1.6890 0.4740
21 C -0.1829 -1.5253 1.6276
22 C 0.7671 -2.7097 1.7169
23 C -0.9107 -1.2981 2.9443
24 O 0.5913 -0.3445 1.3656
25 H -1.8097 -2.5493 0.6452
26 H -0.6195 -1.8457 -0.4603
27 H -1.7836 -0.7985 0.3747
28 H 0.2176 -3.6223 1.9503
29 H 1.5088 -2.5461 2.5009
30 H 1.2851 -2.8561 0.7661
31 H -1.5226 -2.1658 3.1941
32 H -1.5590 -0.4246 2.8721
33 H -0.1947 -1.1350 3.7508

Atoms 1-3, force components in eV/Å:
-0.41 -0.32 0.20
0.03 -0.06 0.03
0.02 0.04 0.07

Löwdin atomic charge list, values in e, 4 entries: number 1, Zr, carries 0.773; number 2, S, carries 0.472; number 3, C, carries -0.670; number 4, C, carries -0.052